Density functional theory data (ωB97M-V/def2-TZVPD) for 15 unconnected molecules or ions with the total composition C45H90O45 at a distorted geometry.

relative energy (zero: lowest compared OMol25 entry of this formula, charge and spin)	328.3	kcal per mole
LUMO	0.0164	Ha
HOMO-LUMO gap	8.2	eV
charge	0

Cartesian coordinates (Å):
C  5.56725  9.04439  -6.54653
O  6.96989  9.06795  -6.88553
C  7.59274  10.20202  -6.55600
O  7.13337  11.18866  -6.04189
O  8.83792  10.09969  -7.02146
C  9.76448  11.07175  -6.57994
H  5.25042  8.10955  -7.00055
H  5.04787  9.81773  -7.11249
H  5.36057  9.15916  -5.48509
H  9.66393  11.97556  -7.18662
H  10.77901  10.71654  -6.74449
H  9.59292  11.38180  -5.55054
C  7.57496  8.28717  -9.94443
O  8.07884  8.33418  -11.28553
C  9.22316  7.70433  -11.47001
O  9.83355  7.14041  -10.60214
O  9.53723  7.78840  -12.77305
C  10.77626  7.27144  -13.14016
H  8.29423  8.74399  -9.26723
H  7.34671  7.26121  -9.65583
H  6.63577  8.82475  -9.83002
H  10.92813  7.40105  -14.21121
H  10.87893  6.18888  -13.01438
H  11.62560  7.69677  -12.60221
C  3.14651  -1.41821  -5.23488
O  2.02358  -0.79111  -4.61359
C  1.36358  0.14238  -5.27265
O  1.49414  0.41114  -6.44644
O  0.58620  0.76271  -4.39387
C  -0.07449  1.95699  -4.78421
H  4.12997  -1.01738  -4.99175
H  3.00140  -1.46717  -6.31256
H  3.13621  -2.43153  -4.83468
H  -0.75872  2.26950  -4.00248
H  -0.67773  1.67111  -5.65141
H  0.65737  2.71173  -5.06886
C  1.40862  4.74772  -2.15852
O  0.16709  5.30484  -1.73410
C  -0.82435  4.46939  -1.54362
O  -0.81424  3.30014  -1.88511
O  -1.85385  5.10255  -1.01251
C  -3.08340  4.44322  -0.69576
H  2.16832  5.52765  -2.17732
H  1.27924  4.17841  -3.07207
H  1.93285  4.15218  -1.40464
H  -3.46087  4.05032  -1.63562
H  -3.66585  5.15851  -0.12020
H  -2.93716  3.66262  0.05408
C  9.20867  4.83264  -3.73419
O  9.85176  5.89118  -4.45136
C  9.77383  5.95892  -5.76134
O  9.52664  5.05785  -6.51600
O  10.04786  7.23383  -6.08498
C  9.92231  7.57351  -7.45991
H  9.96368  4.04817  -3.75064
H  8.24492  4.53508  -4.14712
H  8.99940  5.17312  -2.72259
H  8.97662  7.28286  -7.91511
H  10.76600  7.15833  -8.00977
H  9.96611  8.64285  -7.66030
C  4.64116  6.34882  -3.57126
O  5.50304  5.24538  -3.75933
C  4.97673  4.04508  -3.88365
O  3.80265  3.85966  -4.13297
O  5.93705  3.12474  -3.93408
C  5.54051  1.74838  -3.99429
H  3.78355  6.34728  -4.24599
H  5.11216  7.31934  -3.66451
H  4.18033  6.23162  -2.58826
H  6.31598  1.05140  -3.69312
H  5.35477  1.57968  -5.05881
H  4.57252  1.51909  -3.54968
C  2.31854  7.63420  -7.41253
O  2.47289  7.21165  -8.76029
C  3.40963  7.65771  -9.55572
O  4.14923  8.60845  -9.40122
O  3.55309  6.77732  -10.54555
C  4.71799  6.84622  -11.35414
H  3.24383  7.65294  -6.83733
H  1.81142  6.81446  -6.90335
H  1.74938  8.55472  -7.31267
H  4.88871  7.85249  -11.73110
H  4.58622  6.11868  -12.15146
H  5.60021  6.50621  -10.81131
C  7.71232  -1.22557  -8.38616
O  6.86610  -0.34071  -7.69791
C  5.85593  0.28297  -8.30061
O  5.50085  0.07812  -9.44079
O  5.23745  1.04757  -7.42811
C  3.95516  1.53737  -7.86869
H  8.76070  -1.07069  -8.13286
H  7.75876  -1.09065  -9.47084
H  7.47916  -2.28564  -8.28845
H  3.27452  0.76537  -8.21565
H  4.13815  2.27853  -8.64534
H  3.55638  2.05715  -7.00167
C  1.84897  5.17389  -6.49509
O  3.07178  4.59261  -6.98214
C  4.16406  5.35568  -7.00577
O  4.21066  6.55784  -6.88294
O  5.26051  4.62137  -7.19258
C  6.53214  5.22159  -7.10325
H  1.39920  5.93151  -7.13360
H  2.09006  5.62945  -5.53527
H  1.11026  4.40265  -6.30010
H  6.42401  5.82765  -6.19772
H  6.85526  5.84169  -7.93973
H  7.32083  4.50992  -6.87728
C  -3.43770  4.40291  -9.92877
O  -2.15218  4.93498  -10.14651
C  -1.11044  4.23642  -9.72814
O  -1.14376  3.07941  -9.40738
O  0.00063  5.03018  -9.71358
C  1.20202  4.28624  -9.40282
H  -4.21980  4.88980  -10.50554
H  -3.70088  4.40521  -8.87035
H  -3.48183  3.36084  -10.25458
H  2.06512  4.93857  -9.46460
H  1.30545  3.32432  -9.89985
H  1.04064  4.07043  -8.34172
C  0.50472  2.14179  -8.91826
O  1.03053  1.11656  -9.74824
C  2.14980  1.19685  -10.46370
O  2.66585  2.22674  -10.84527
O  2.49856  -0.02072  -10.79505
C  3.56280  -0.24694  -11.70401
H  -0.38517  1.76450  -8.42289
H  0.23381  3.05659  -9.44783
H  1.23839  2.42608  -8.16254
H  4.34428  0.50521  -11.60142
H  3.36351  -0.29991  -12.77452
H  4.08501  -1.16467  -11.44175
C  8.66662  8.02205  0.41868
O  7.75571  7.98840  -0.66613
C  8.32047  8.22928  -1.87533
O  9.47147  8.40763  -2.11982
O  7.31278  8.16568  -2.75469
C  7.53675  8.54162  -4.08924
H  8.88011  9.06608  0.67351
H  9.63432  7.56724  0.21886
H  8.13045  7.68137  1.30154
H  6.74695  8.22344  -4.76832
H  8.52060  8.19565  -4.40652
H  7.52631  9.63085  -4.20856
C  -2.39258  7.60200  -3.43830
O  -2.83735  7.18210  -4.73343
C  -2.03966  6.40091  -5.47785
O  -0.89912  6.12447  -5.17770
O  -2.64849  6.12309  -6.59658
C  -2.10474  5.12755  -7.45554
H  -2.07731  8.63377  -3.30381
H  -1.64756  6.91557  -3.03979
H  -3.27977  7.42652  -2.82858
H  -1.45973  5.59849  -8.19464
H  -2.88983  4.63736  -8.03114
H  -1.64568  4.30733  -6.90512
C  9.01317  2.69257  -8.84862
O  10.36209  2.74052  -8.47840
C  11.29892  2.27109  -9.30264
O  11.13675  1.85780  -10.42414
O  12.45419  2.40918  -8.67572
C  13.62210  2.25913  -9.50321
H  8.53674  1.76186  -8.52206
H  8.79486  2.76100  -9.91521
H  8.35380  3.43001  -8.39527
H  13.59366  1.28692  -9.99512
H  14.53553  2.34754  -8.92422
H  13.66000  2.96838  -10.33006
C  9.44576  1.73799  -5.32730
O  9.56974  0.48037  -5.95882
C  10.68933  -0.19996  -5.74311
O  11.75455  0.29359  -5.46005
O  10.39877  -1.47613  -5.97747
C  11.48423  -2.42007  -5.88702
H  9.43516  1.62876  -4.24076
H  8.52825  2.21266  -5.66986
H  10.25052  2.43536  -5.56441
H  12.27008  -2.17950  -6.59981
H  11.00756  -3.36719  -6.12434
H  11.85347  -2.40944  -4.86333

Forces on the atoms, in the same order (eV/Å):
C -0.32 0.11 -1.61
O -0.12 0.61 0.76
C 0.08 0.61 -1.01
O -0.16 -0.50 0.25
O 0.02 -0.08 0.43
C 0.15 1.35 -0.28
H 0.08 0.32 0.69
H 0.09 0.22 0.21
H 0.11 -0.07 -0.08
H -0.13 -0.01 -0.01
H -0.16 -0.43 0.18
H 0.05 -0.34 0.07
C -0.01 0.11 0.54
O -1.00 0.47 -0.11
C -0.09 -0.23 -0.04
O 0.53 -0.11 -0.23
O -0.62 0.36 0.52
C 1.67 -1.22 -0.60
H 0.00 -0.21 -0.03
H 0.39 -0.07 0.04
H 0.06 0.22 -0.73
H -0.30 0.51 0.08
H -0.47 0.01 0.39
H -0.26 0.33 0.08
C -0.45 -1.11 -0.38
O 0.72 -0.28 0.70
C 0.30 0.94 -0.75
O -0.27 -0.07 0.59
O 0.12 -0.26 0.95
C -0.57 -0.64 -1.31
H -0.30 0.70 0.13
H 0.11 0.13 -0.01
H 0.00 -0.04 -0.11
H 0.46 -0.04 0.30
H 0.01 0.51 -0.20
H -0.09 0.09 0.15
C 0.96 -0.23 0.41
O 0.68 0.98 0.62
C -0.60 -2.07 -0.88
O -0.16 0.58 0.53
O 0.21 1.26 0.70
C 0.89 -0.52 0.39
H -0.72 0.62 -0.93
H 0.26 0.18 -0.09
H -0.99 -0.72 0.22
H -0.68 0.01 0.31
H -0.31 0.36 -0.84
H 0.35 -0.41 -0.47
C 0.59 -0.32 -0.38
O -0.55 0.80 1.11
C 0.18 0.58 -0.28
O -0.30 -0.11 -0.18
O -0.40 0.19 0.00
C 0.79 -0.16 -1.46
H -0.54 -0.52 0.38
H 0.21 -0.06 -0.41
H 0.38 0.21 -0.03
H 0.12 -0.55 0.36
H -0.24 -0.46 -0.11
H 0.26 -0.39 0.93
C -1.93 -0.10 0.49
O 1.70 0.57 0.16
C -1.14 -0.42 -1.84
O 0.22 -0.33 0.80
O 0.42 0.29 1.41
C -1.09 -0.29 -1.96
H 0.26 -0.26 -0.33
H 0.70 -0.41 0.11
H 0.28 0.36 0.17
H 0.27 0.58 0.40
H 0.16 -0.34 -0.02
H 0.21 0.41 0.62
C -1.33 3.47 0.86
O -0.86 -0.48 0.11
C 2.11 0.32 0.19
O -0.71 -0.16 0.18
O -0.61 -0.52 -0.23
C 0.34 -0.03 -0.18
H -1.62 1.82 -0.95
H 0.93 4.29 -0.50
H -0.27 0.20 -0.54
H -0.03 -0.05 -0.07
H -0.29 0.23 -0.12
H -0.07 0.19 0.30
C 1.10 -0.47 -1.87
O 0.36 0.36 0.95
C -0.32 -1.42 -1.18
O 0.31 0.34 0.37
O -0.15 -0.15 0.38
C 0.29 1.10 0.04
H -0.26 0.16 0.84
H -0.71 0.49 0.00
H -0.42 0.14 0.65
H 0.26 -0.24 0.17
H -0.18 -0.09 -0.14
H -0.11 -0.16 -0.02
C -0.23 -1.77 1.40
O 0.30 -0.04 -0.37
C 0.86 -0.21 -0.12
O 2.79 -3.43 0.91
O -1.29 -1.79 -0.93
C 0.26 1.27 1.63
H -0.81 -3.37 -0.50
H -0.22 0.13 0.09
H 0.40 -0.48 -0.07
H 0.72 0.48 -0.21
H -0.47 -0.09 -0.19
H -0.47 -0.49 -0.26
C -1.05 -1.81 -0.88
O -0.24 1.44 -0.72
C 0.05 1.26 -0.80
O -8.70 3.92 -1.71
O -1.66 -0.77 -1.35
C 2.22 3.36 1.09
H 0.53 0.68 -0.06
H -0.91 -0.08 -1.30
H 0.22 -0.04 0.08
H -0.24 0.59 -0.49
H 1.74 2.83 -1.27
H 0.73 0.33 -0.49
C 2.85 -3.85 2.32
O 0.26 -1.70 -0.09
C -0.92 1.30 -0.52
O 0.36 -0.40 0.21
O 0.00 -1.37 -0.43
C 1.96 0.40 -0.12
H 0.89 -1.16 0.17
H 1.77 -5.56 1.41
H 0.40 -0.79 0.30
H -0.26 0.25 0.18
H -1.08 0.12 0.16
H -0.50 -0.18 0.31
C 0.12 1.35 0.82
O 0.53 -0.12 -0.72
C -1.27 -0.49 0.05
O 0.51 0.28 0.11
O -0.84 -0.14 0.61
C 1.16 0.80 -0.78
H 0.12 0.08 -0.28
H -0.30 -0.47 -0.03
H 0.15 -0.68 -0.24
H 0.26 -0.80 0.80
H -0.14 -0.16 -0.22
H 0.08 -0.01 0.49
C -0.57 -1.33 0.95
O -0.01 0.19 -0.57
C 1.30 1.36 1.07
O -0.19 -0.58 -0.15
O -1.27 -0.49 -0.51
C 0.50 -0.26 0.42
H 0.05 0.06 -0.80
H 0.27 0.19 -0.25
H 0.03 0.34 0.15
H 0.23 0.20 0.91
H 0.72 0.95 1.89
H 0.47 0.33 0.21
C -1.95 -1.00 -0.70
O 0.04 0.37 0.53
C -0.60 0.36 -0.59
O -0.03 -0.03 0.28
O 1.21 0.30 0.09
C -0.20 -0.68 -0.77
H 0.44 -0.31 0.01
H 0.69 0.02 -0.14
H 1.02 0.61 0.41
H 0.06 -0.14 0.20
H -0.35 0.07 0.46
H -0.30 0.35 0.24
C 0.36 1.05 0.26
O -0.73 -0.12 0.00
C 0.50 0.74 -0.35
O -0.33 -0.75 0.22
O 0.36 -0.31 -0.11
C -0.50 0.35 0.16
H -0.16 -0.16 0.00
H -0.12 -0.33 -0.02
H 0.15 -0.28 -0.26
H 0.03 0.02 0.07
H 0.23 -0.07 0.03
H 0.22 -0.13 -0.10